[1]
{
  "formula": "C35H46F5N4OS2SbSn",
  "method": "ωB97M-V/def2-TZVPD",
  "total_energy_ev": -92675.732,
  "e_homo_ev": -6.743,
  "homo_lumo_gap_ha": 0.2322,
  "species": ["Sn", "C", "C", "N", "C", "S", "N", "N", "C", "C", "C", "C", "C", "C", "C", "N", "H", "H", "H", "H", "H", "H", "H", "H", "H", "H", "H", "H", "H", "C", "C", "C", "C", "C", "C", "C", "O", "C", "C", "C", "H", "H", "H", "H", "H", "H", "H", "H", "H", "H", "H", "H", "F", "C", "C", "F", "C", "F", "C", "S", "C", "F", "C", "F", "C", "C", "C", "Sb", "C", "C", "C", "C", "C", "C", "H", "H", "H", "H", "H", "H", "H", "H", "H", "H", "H", "H", "H", "H", "H", "H", "H", "H", "H", "H", "H"],
  "coordinates": [[-0.220964, 0.393231, -0.141704], [-3.103364, -2.579269, 4.948496], [-1.830164, -1.792069, 4.642296], [-2.092464, -0.539169, 3.990396], [-1.889664, -0.227569, 2.699696], [-1.115164, -1.365769, 1.656996], [-2.352464, 0.946031, 2.349796], [-2.097264, 1.397531, 1.127096], [-2.774264, 2.414631, 0.696696], [-3.860264, 3.044831, 1.515096], [-2.459164, 2.915931, -0.625204], [-3.120064, 4.010331, -1.197604], [-2.781864, 4.414031, -2.475904], [-1.789264, 3.723731, -3.157104], [-1.190464, 2.649331, -2.523004], [-1.508564, 2.260631, -1.304404], [-2.840964, -3.502069, 5.458896], [-3.780464, -2.013069, 5.585596], [-3.620764, -2.830469, 4.026696], [-1.293864, -1.582669, 5.573396], [-1.191264, -2.378669, 3.982096], [-2.592564, 0.160331, 4.520696], [-4.067964, 2.395631, 2.360896], [-3.540164, 4.017031, 1.884796], [-4.768664, 3.174531, 0.932196], [-3.887364, 4.528731, -0.644804], [-3.284864, 5.252231, -2.938504], [-1.485864, 3.997931, -4.154004], [-0.428464, 2.065331, -3.008104], [-4.317264, -4.820569, -6.015804], [-3.571464, -4.086369, -4.947204], [-2.802764, -4.762769, -4.008004], [-2.123964, -4.095169, -3.003904], [-1.296964, -4.888369, -2.038604], [-2.234964, -2.688069, -2.917904], [-1.597864, -1.993469, -1.826804], [-1.791264, -0.814569, -1.538004], [-2.971764, -1.983969, -3.897804], [-3.045264, -0.493569, -3.902204], [-3.620164, -2.699269, -4.889204], [-4.312064, -5.891869, -5.832304], [-3.860664, -4.631269, -6.987204], [-5.348264, -4.473369, -6.060004], [-2.736564, -5.840269, -4.064904], [-1.338164, -5.946769, -2.283104], [-1.646864, -4.762869, -1.016204], [-0.256064, -4.573569, -2.081804], [-0.921764, -2.596769, -1.208704], [-2.047264, -0.068769, -3.810804], [-3.621864, -0.134469, -3.050604], [-3.506264, -0.139869, -4.821004], [-4.186264, -2.164369, -5.638504], [6.096336, 0.943031, -4.860404], [4.924036, 0.594831, -4.303704], [4.699536, -0.700769, -3.844304], [5.680836, -1.614869, -3.908804], [3.464136, -1.050769, -3.324604], [3.272836, -2.324469, -2.949304], [2.409136, -0.131869, -3.191104], [0.856936, -0.611869, -2.622904], [2.687736, 1.170031, -3.628804], [1.743836, 2.125331, -3.525804], [3.902136, 1.530831, -4.184104], [4.094236, 2.793931, -4.600704], [2.829236, -1.325569, 4.952896], [3.525636, -0.266369, 4.113096], [4.211736, 0.767831, 4.982996], [2.032336, 0.546431, 2.673296], [1.763436, 2.568031, 3.507296], [0.761336, 2.502631, 4.646496], [1.265936, 3.507831, 2.424896], [3.377636, 1.089531, 1.010496], [3.802136, -0.178169, 0.290496], [4.570436, 1.923431, 1.427096], [3.546836, -1.873369, 5.563996], [2.308436, -2.038569, 4.314996], [2.097636, -0.869269, 5.617296], [4.275636, -0.758669, 3.490096], [3.501336, 1.255731, 5.646796], [4.701336, 1.530031, 4.381796], [4.973336, 0.291431, 5.601796], [2.724436, 2.916931, 3.890596], [-0.198364, 2.136831, 4.282096], [0.605236, 3.492931, 5.074296], [1.106836, 1.837431, 5.435196], [0.324836, 3.141831, 2.007496], [1.989236, 3.603731, 1.619096], [1.090336, 4.500831, 2.839296], [2.750336, 1.680331, 0.327996], [4.426536, -0.803369, 0.927296], [4.370436, 0.057831, -0.610304], [2.929636, -0.764569, -0.009404], [5.207336, 1.362331, 2.108596], [4.259036, 2.846531, 1.912896], [5.162436, 2.193331, 0.552696]],
  "forces_ev_per_a": [[-0.2, 0.4, 0.0], [0.2, 0.1, -0.1], [-0.1, -0.4, 0.2], [-0.1, 0.2, 0.2], [0.3, -0.3, -0.5], [-0.1, -0.5, -0.2], [-0.5, 0.7, 1.0], [0.1, -0.1, -1.0], [-0.2, -0.5, 1.0], [0.1, -0.2, 0.0], [0.1, 0.3, -0.8], [0.1, -0.3, 0.3], [0.2, -0.1, -0.1], [-0.2, 0.1, 0.1], [0.2, 0.1, -0.4], [-0.2, -0.3, 0.3], [0.0, -0.1, 0.1], [-0.1, 0.0, 0.1], [-0.1, 0.0, -0.1], [0.1, -0.1, -0.1], [0.1, 0.1, 0.2], [0.0, 0.0, -0.2], [0.0, 0.1, 0.0], [0.0, 0.2, 0.1], [-0.1, 0.1, -0.1], [0.0, 0.0, 0.1], [0.0, 0.0, 0.0], [0.0, 0.0, -0.1], [0.2, -0.1, -0.2], [0.0, 0.0, 0.0], [0.1, 0.1, 0.2], [-0.1, 0.0, -0.1], [-0.1, 0.3, 0.0], [0.1, 0.0, 0.1], [-0.4, -0.3, -0.6], [0.2, -0.3, 0.3], [0.2, 0.4, 0.4], [0.1, -0.2, 0.1], [-0.1, 0.2, 0.0], [0.0, -0.1, 0.1], [0.0, -0.1, 0.0], [0.0, 0.0, -0.1], [-0.1, 0.0, -0.1], [0.0, -0.1, 0.0], [0.0, 0.0, 0.0], [0.0, 0.0, 0.1], [0.1, 0.0, 0.1], [0.0, 0.1, 0.0], [0.0, 0.1, 0.0], [0.0, 0.1, 0.0], [-0.1, 0.0, -0.1], [-0.1, 0.1, -0.1], [-0.3, -0.1, 0.2], [-0.1, 0.0, 0.0], [0.1, 0.0, -0.1], [-0.2, 0.2, -0.1], [-0.2, 0.2, 0.1], [0.2, 0.2, 0.0], [0.8, 0.2, -0.3], [-0.7, -0.2, -0.1], [0.0, -0.3, 0.1], [0.2, -0.1, -0.1], [0.2, 0.1, 0.0], [0.0, -0.3, 0.0], [0.0, 0.0, -0.2], [-0.3, 0.2, -0.4], [0.0, 0.0, -0.2], [0.5, 0.4, 0.2], [0.2, -0.4, -0.1], [0.1, -0.1, 0.0], [0.1, -0.1, 0.0], [-0.3, 0.0, 0.2], [-0.3, -0.1, 0.0], [-0.1, 0.0, 0.0], [0.1, -0.1, 0.1], [-0.1, -0.1, 0.1], [-0.1, 0.0, 0.1], [0.0, 0.0, -0.1], [-0.1, 0.1, 0.1], [0.1, 0.1, 0.0], [0.1, 0.0, 0.1], [0.1, 0.0, 0.0], [-0.2, -0.1, 0.0], [0.0, 0.1, 0.1], [-0.1, -0.1, 0.2], [-0.1, 0.0, -0.1], [0.0, 0.1, -0.2], [-0.1, 0.1, 0.0], [0.0, -0.1, 0.1], [0.1, -0.1, 0.1], [0.1, 0.0, -0.1], [0.1, -0.1, -0.1], [0.1, 0.0, 0.1], [0.1, 0.1, 0.1], [0.2, 0.0, -0.1]],
  "mulliken_charge": [1.252, -1.295, -0.461, -0.067, 0.227, -0.592, -1.258, 1.652, 0.116, -1.925, 0.375, -0.869, -0.554, -1.033, -0.313, 0.655, 0.393, 0.361, 0.278, 0.315, 0.353, 0.298, 0.420, 0.339, 0.408, 0.452, 0.417, 0.512, 0.506, -1.512, 0.621, -0.837, 0.724, -1.821, 0.663, 0.119, -0.305, 0.914, -1.310, -0.967, 0.372, 0.313, 0.363, 0.301, 0.371, 0.384, 0.345, 0.353, 0.137, 0.283, 0.385, 0.388, -0.312, 0.616, 0.194, -0.320, 0.039, -0.383, 0.418, -0.282, -0.261, -0.218, -0.125, -0.314, -1.528, 0.402, -1.383, 0.065, 0.321, -1.347, -1.307, 0.626, -1.344, -1.516, 0.431, 0.339, 0.291, 0.343, 0.251, 0.270, 0.436, 0.449, 0.162, 0.438, 0.311, 0.100, 0.258, 0.493, 0.142, 0.354, 0.321, 0.267, 0.267, 0.323, 0.463]
}

***

[2]
{
  "formula": "C35H46N10O4",
  "method": "ωB97M-V/def2-TZVPD",
  "total_energy_ev": -60127.582,
  "e_homo_ev": -9.433,
  "homo_lumo_gap_ha": 0.3136,
  "species": ["C", "C", "C", "O", "C", "C", "C", "C", "C", "C", "N", "C", "C", "C", "O", "C", "C", "C", "O", "C", "C", "O", "H", "H", "H", "H", "H", "H", "H", "H", "H", "H", "H", "H", "H", "H", "H", "H", "H", "H", "H", "C", "C", "N", "H", "H", "H", "C", "C", "N", "H", "H", "H", "C", "C", "N", "H", "H", "H", "C", "C", "N", "H", "H", "H", "C", "C", "N", "H", "H", "H", "C", "C", "N", "H", "H", "H", "C", "C", "N", "H", "H", "H", "C", "C", "N", "H", "H", "H", "C", "C", "N", "H", "H", "H"],
  "coordinates": [[-1.467358, -0.696914, -2.115640], [-0.390014, -1.779581, -2.187405], [0.480433, -1.897660, -0.940375], [0.651890, -0.638545, -0.310703], [1.130709, -0.763632, 1.000634], [0.139717, -1.334776, 1.990252], [0.480281, -1.915942, 3.143789], [1.886139, -2.001740, 3.601953], [2.631965, -3.170972, 3.445083], [3.959478, -3.170237, 3.869137], [4.578015, -2.123139, 4.418057], [3.832841, -1.025690, 4.577656], [2.502265, -0.899293, 4.183244], [-0.587107, -2.484079, 4.004269], [-0.453970, -2.587598, 5.195024], [-1.840407, -2.955217, 3.342709], [-2.630757, -4.029188, 4.021784], [-4.010549, -4.274146, 3.426575], [-4.924748, -3.274414, 3.818351], [-2.173542, -2.350798, 2.201756], [-1.322760, -1.251407, 1.689946], [-1.801568, -0.309818, 1.109803], [-2.286959, -1.011085, -1.473635], [-1.084711, 0.272617, -1.816760], [-1.911260, -0.562503, -3.104109], [-0.902241, -2.725560, -2.308968], [0.205665, -1.604903, -3.080523], [0.073361, -2.653529, -0.257896], [1.463122, -2.269684, -1.249708], [1.437731, 0.226261, 1.325892], [2.020560, -1.402173, 1.029773], [2.190674, -4.053355, 3.004090], [4.539890, -4.078136, 3.748446], [4.310011, -0.175272, 5.049611], [1.948062, 0.016605, 4.309295], [-2.799565, -3.702119, 5.049286], [-2.082226, -4.969567, 4.089164], [-4.396639, -5.213059, 3.817720], [-3.983803, -4.379958, 2.337251], [-4.517302, -2.410016, 3.689619], [-3.053235, -2.587096, 1.620433], [-3.130561, 0.821423, 4.476820], [-4.297322, 0.229967, 3.845444], [-5.218792, -0.240047, 3.344604], [-3.087677, 1.892668, 4.291296], [-3.153839, 0.678288, 5.555462], [-2.207692, 0.375683, 4.104415], [-0.905195, 2.749627, -3.845409], [-0.774569, 1.884264, -5.004990], [-0.668079, 1.208735, -5.925102], [-1.952382, 2.942036, -3.616233], [-0.456012, 2.296753, -2.962857], [-0.422193, 3.711363, -4.012256], [-2.030131, 4.681410, 2.054900], [-1.365999, 4.644189, 3.348769], [-0.845742, 4.606900, 4.370564], [-1.803442, 3.785254, 1.478712], [-3.110347, 4.740992, 2.179053], [-1.705669, 5.546573, 1.479128], [5.093611, 1.237638, -0.080137], [4.225182, 1.198431, 1.086195], [3.543334, 1.169120, 2.009009], [5.553851, 2.214547, -0.187386], [5.886399, 0.495058, 0.004655], [4.537227, 1.033727, -0.992410], [0.496193, 1.589199, -9.288599], [-0.099710, 1.374949, -10.600498], [-0.571826, 1.210673, -11.634065], [0.973975, 2.558229, -9.236957], [-0.252317, 1.542379, -8.499626], [1.247763, 0.831561, -9.073962], [8.568559, 2.973655, -2.006329], [7.187501, 2.735623, -2.397306], [6.098443, 2.546053, -2.705725], [9.034367, 3.705625, -2.663678], [8.622037, 3.351527, -0.986373], [9.147995, 2.053463, -2.058369], [-2.562657, -5.997101, -2.542912], [-1.217256, -5.454853, -2.653121], [-0.157143, -5.023909, -2.737218], [-2.839468, -6.134040, -1.498817], [-3.287507, -5.326045, -3.001254], [-2.631459, -6.962333, -3.041513], [-7.214596, 2.366350, 6.244808], [-5.883441, 2.866880, 5.942094], [-4.830613, 3.249449, 5.693122], [-7.362106, 2.288221, 7.320611], [-7.976998, 3.032128, 5.844232], [-7.360463, 1.379724, 5.807041], [3.546409, 4.916677, -7.899254], [2.567443, 3.941278, -7.445112], [1.793025, 3.172142, -7.089239], [3.818640, 4.735707, -8.938023], [3.147663, 5.926884, -7.824364], [4.451499, 4.862625, -7.296722]],
  "forces_ev_per_a": [[-0.2, -0.2, -0.4], [-0.4, 0.6, 0.1], [0.3, -0.1, -0.6], [-0.2, -0.2, 0.1], [0.1, 0.2, 0.1], [-0.2, -0.2, -0.3], [0.2, 0.1, -0.4], [0.2, 0.0, 0.2], [0.2, 0.4, 0.3], [-0.3, -0.2, -0.2], [-0.6, 0.1, 0.0], [-0.1, 0.2, 0.0], [0.2, -0.7, -0.1], [-0.1, -0.1, -0.1], [0.2, -0.2, 0.8], [-0.1, -0.1, -0.6], [-0.5, 0.1, 0.2], [0.1, 0.0, 0.2], [0.0, -0.1, 0.0], [0.2, -0.2, 0.1], [0.1, 0.0, 0.1], [-0.2, 0.3, -0.3], [0.0, 0.3, 0.3], [0.0, 0.0, 0.3], [0.1, -0.1, -0.1], [0.2, -0.2, -0.2], [0.2, -0.1, 0.0], [-0.2, 0.2, 0.2], [0.1, -0.1, 0.1], [0.0, 0.1, 0.0], [0.1, 0.0, 0.0], [0.0, -0.1, 0.0], [0.1, 0.1, 0.0], [0.1, 0.0, 0.0], [0.1, 0.2, 0.1], [0.1, -0.1, 0.2], [0.3, 0.1, -0.1], [-0.1, -0.1, 0.0], [0.1, 0.0, -0.1], [-0.3, 0.1, -0.1], [-0.2, 0.1, 0.1], [0.5, 0.2, 0.2], [0.0, 0.0, -0.1], [0.1, 0.0, 0.1], [-0.1, 0.0, 0.0], [-0.1, 0.0, 0.0], [-0.1, -0.1, -0.1], [-0.1, 0.3, 0.4], [0.0, 0.0, 0.0], [-0.1, -0.1, 0.0], [0.0, -0.1, -0.1], [0.1, -0.1, -0.1], [0.1, -0.1, -0.2], [-0.2, 0.0, -0.3], [0.0, 0.0, 0.1], [0.0, 0.0, 0.0], [0.1, 0.0, 0.1], [0.0, 0.0, 0.1], [0.1, 0.0, 0.1], [0.1, -0.1, -0.1], [0.0, 0.0, 0.1], [0.1, 0.1, 0.0], [-0.1, 0.1, 0.1], [-0.1, 0.0, 0.1], [-0.1, 0.0, 0.0], [-0.1, -0.1, 0.1], [0.0, -0.1, 0.0], [0.0, 0.0, 0.0], [0.0, 0.1, -0.1], [0.0, 0.0, 0.0], [0.0, 0.0, -0.1], [0.3, 0.0, 0.1], [0.0, 0.0, -0.1], [0.1, 0.0, 0.0], [-0.1, 0.0, 0.0], [-0.1, 0.0, 0.0], [-0.1, 0.0, 0.0], [-0.3, -0.1, 0.0], [0.1, 0.0, 0.0], [0.0, -0.1, 0.0], [0.1, 0.0, 0.0], [0.1, 0.1, 0.0], [0.1, 0.0, 0.0], [-0.3, -0.1, 0.1], [0.0, 0.0, -0.1], [0.0, 0.0, 0.0], [0.1, 0.0, 0.0], [0.1, 0.1, 0.0], [0.1, 0.0, -0.1], [0.2, 0.2, -0.1], [0.0, 0.0, 0.1], [0.2, 0.2, 0.1], [-0.1, -0.1, 0.0], [-0.1, 0.0, 0.0], [0.0, -0.1, 0.1]],
  "mulliken_charge": [-1.114, -0.158, -0.307, -0.184, -0.974, 0.675, 0.799, -0.484, -0.246, -0.439, -0.643, -0.493, -0.082, -0.020, -0.618, 0.621, -0.421, -0.752, -0.567, -0.538, 0.133, -0.560, 0.243, 0.064, 0.499, -0.192, 0.357, 0.203, 0.467, 0.261, 0.420, 0.458, 0.378, 0.407, 0.450, 0.296, 0.426, 0.416, 0.231, 0.370, 0.375, -0.436, 0.593, -0.580, 0.245, 0.337, -0.062, -0.694, 0.389, -0.385, 0.275, 0.125, 0.306, -0.677, 0.366, -0.416, 0.162, 0.260, 0.322, -0.995, 0.494, -0.408, 0.248, 0.300, 0.351, -0.381, 0.233, -0.392, 0.055, 0.163, 0.296, -0.836, 0.415, -0.393, 0.303, 0.283, 0.274, -0.866, 0.478, -0.417, 0.243, 0.285, 0.323, -0.827, 0.384, -0.372, 0.279, 0.273, 0.275, -0.870, 0.477, -0.395, 0.282, 0.268, 0.279]
}

***

| no. | maximum force (Eh/bohr) |
| --- | --- |
| 1 | 0.02592 |
| 2 | 0.01561 |